No. 1
C31H41Br3Cl6FLiN5O8P | wB97M-V/def2-TZVPD

```
97
Properties=species:S:1:pos:R:3:forces:R:3
C 2.03297 2.69963 0.56666 -0.139 -1.320 0.560
P 2.08486 2.18361 -1.28892 1.394 1.061 -0.110
O 0.50413 1.70419 -1.78507 0.138 0.493 0.637
C 3.31825 0.74559 -1.30432 3.086 -2.085 -1.719
C 4.55800 0.87674 -2.27715 -2.897 -1.735 3.041
N 5.61383 -0.17676 -2.33126 -1.539 0.905 0.667
C 5.56130 -1.38640 -1.47134 -4.113 -0.568 3.208
C 4.36148 -1.62176 -0.49675 2.639 2.625 -2.914
C 3.21255 -0.54627 -0.39046 -0.611 -0.101 -0.190
C 2.02580 -0.77831 0.61736 2.922 -2.031 1.952
O 2.24853 -1.43041 1.70866 -1.016 2.188 -4.226
O 0.66453 -0.35050 0.40631 1.437 -0.514 -1.025
C 0.01153 -1.15663 -0.60663 -0.853 -0.746 -0.484
C -1.60536 -1.10101 -0.37507 1.136 0.323 -0.188
C -2.18795 0.41002 -0.49515 0.528 -0.991 0.123
N -2.60404 0.60326 -1.94573 -0.200 0.653 1.474
H 3.12577 2.55097 0.93165 -1.845 0.506 -0.595
H 1.37559 1.99224 1.18931 0.946 1.003 -0.847
H 1.64723 3.76696 0.70892 0.743 -1.467 -0.413
H -0.04517 2.51052 -1.97464 1.192 -1.018 0.220
H 4.68116 1.78740 -2.95947 -0.179 -1.621 1.167
H 6.41499 0.00645 -2.97356 -1.217 -0.367 1.015
H 6.39185 -2.18865 -1.48355 -1.447 1.835 -0.351
H 4.39491 -2.58064 0.14148 -0.215 1.888 -1.118
H 0.39988 -2.24086 -0.48062 -0.856 1.585 -0.255
H 0.23576 -0.82027 -1.68652 -0.172 -0.253 1.723
H -1.81550 -1.57692 0.64976 0.119 0.796 -1.645
H -2.05467 -1.70968 -1.25406 0.538 0.826 1.635
H -1.36496 1.17708 -0.23419 -1.371 -1.362 -0.382
H -3.07096 0.53127 0.23880 1.254 -0.107 -0.916
H -2.61765 1.62334 -2.10024 -0.288 -0.757 -0.251
H -3.54786 0.20045 -2.08234 0.715 0.461 -0.047
C 0.62127 -3.00425 4.55685 -0.185 0.662 -0.425
C 1.30833 -1.79775 4.63467 -1.151 -0.242 -0.908
C 1.02966 -0.89771 5.67248 -0.642 0.228 0.023
C 0.05751 -1.22750 6.62048 -0.793 0.568 -0.666
C -0.63641 -2.43636 6.53994 -0.170 -0.504 -0.268
C -0.35167 -3.32344 5.50481 -0.075 0.514 0.399
N -0.22596 -0.30360 7.71283 0.221 -0.331 -0.521
O 0.39137 0.75940 7.74092 -0.393 -0.344 0.238
O -1.06307 -0.64041 8.54774 0.324 0.350 -0.111
H 0.84419 -3.70274 3.75516 0.056 0.120 0.070
H 2.06037 -1.55434 3.89461 -0.128 -0.029 0.195
H 1.56909 0.04150 5.72130 -0.177 -0.178 0.148
H -1.39455 -2.69980 7.27002 0.172 0.207 -0.010
H -0.88566 -4.26641 5.43683 0.028 0.103 0.093
F 3.16371 3.77447 -4.58776 0.109 0.161 0.043
C 2.84532 2.80342 -5.45780 -0.232 -0.655 -0.459
C 3.31690 2.87438 -6.75730 0.174 0.204 -0.056
C 2.99337 1.86451 -7.65636 -0.134 -0.134 0.159
C 2.19287 0.80053 -7.25011 0.023 -0.032 -0.108
C 1.72027 0.74219 -5.94332 0.175 0.196 -0.144
C 2.05384 1.74537 -5.04020 -0.073 0.030 0.118
H 3.93426 3.71304 -7.05911 -0.014 -0.040 0.046
H 3.36667 1.90470 -8.67473 -0.020 0.040 0.103
H 1.93981 0.01400 -7.95481 0.032 0.087 0.076
H 1.09447 -0.08587 -5.62679 0.093 0.115 0.045
H 1.70723 1.70881 -4.01945 -0.027 0.011 0.115
C -5.88456 -1.08789 0.18734 0.093 -0.138 -0.037
C -6.30275 -0.14453 -0.90588 0.089 -0.940 -0.592
O -5.90642 -0.26392 -2.05973 0.029 0.457 0.265
N -7.15448 0.87496 -0.57995 0.840 0.282 -0.032
C -7.73090 1.18117 0.72264 -0.589 0.254 0.208
H -5.20992 -1.84284 -0.22027 -0.095 0.227 -0.054
H -5.35611 -0.54290 0.97396 -0.154 -0.148 0.124
H -6.75954 -1.59505 0.60128 0.104 0.139 0.161
H -7.39417 1.46933 -1.36478 -0.659 -0.388 -0.158
H -8.81783 1.14537 0.63224 0.043 -0.020 0.190
H -7.42762 2.19313 1.00613 -0.196 0.055 0.359
H -7.40923 0.48020 1.49131 0.054 0.021 -0.244
Cl 2.54000 -2.43688 6.70069 2.951 -1.123 2.079
Li -5.69322 2.29438 -0.63399 0.317 0.908 0.846
C 7.19418 3.97711 -3.29984 -0.049 -0.841 -0.422
C 7.16396 2.63039 -3.96205 -0.067 -2.848 -1.391
N 7.13997 1.56414 -4.48498 0.167 4.078 2.040
H 7.83456 4.65540 -3.86687 -0.052 -0.141 -0.005
H 6.18516 4.39183 -3.25632 0.054 -0.146 -0.024
H 7.58470 3.88273 -2.28499 -0.068 -0.096 -0.121
C -3.47711 -4.81107 3.28380 -0.126 0.242 -0.165
Br -2.14444 -3.67084 2.45256 -0.281 -0.300 0.168
Br -2.66985 -6.34686 4.15535 -0.121 0.229 -0.139
Br -4.62869 -3.82042 4.49032 0.155 -0.305 -0.123
H -4.10993 -5.19518 2.48454 0.216 0.052 0.270
Cl -6.60515 4.42847 1.45226 0.312 -0.744 -0.974
O -6.70327 0.30097 7.13086 0.266 -2.089 -0.770
C -6.32811 -0.82221 6.56055 2.347 4.244 -1.079
C -7.24834 -2.04228 7.12722 -2.194 -4.162 1.194
O -6.86747 -3.17143 6.56848 -0.350 1.977 0.597
H -5.28432 -1.14393 6.72013 -0.220 -0.228 0.936
H -6.41164 -0.88058 5.46056 -0.962 -0.046 0.021
H -8.29242 -1.72594 6.95617 0.189 0.243 -0.907
H -7.17818 -1.97830 8.22709 0.965 0.066 -0.078
C 8.34894 1.10842 -8.24092 -0.275 -0.077 0.213
Cl 9.12261 2.32403 -7.20045 -0.076 -0.195 -0.240
Cl 8.26304 1.72459 -9.90732 0.048 -0.067 0.183
Cl 9.30572 -0.38963 -8.21251 -0.123 0.254 -0.023
Cl 6.70895 0.77530 -7.64736 0.393 0.101 -0.217
```
Positions in Å, forces in eV/Å.

calculated total energy = -354101.8709 eV
max |F| = 5.25 eV/Å
HOMO energy = -0.70 eV
total charge = -2

***

No. 2
C7H7BiO6S | wB97M-V/def2-TZVPD

```
22
Properties=species:S:1:pos:R:3:forces:R:3
O -1.07652 2.91932 -6.00571 -0.034 -0.679 2.306
C -1.09233 2.59634 -4.91624 0.034 0.656 -2.072
Bi -1.11354 1.15629 -1.54564 0.712 0.108 -1.133
C -1.24327 1.12027 1.20946 -0.711 0.403 3.555
O -1.36922 1.28151 2.33244 0.314 -0.356 -2.703
C -1.11325 -1.34291 -0.94396 -0.178 -2.946 0.678
O -1.15418 -2.47329 -0.81160 0.007 3.102 -0.533
C 1.32128 0.58214 -1.29363 2.627 0.518 -0.957
O 2.39560 0.87437 -1.52068 -2.193 -0.607 0.467
C -3.61298 0.66455 -1.22665 -3.912 -1.214 -1.298
O -4.68279 0.38506 -1.50608 3.273 0.954 1.109
H -1.03775 0.18380 -3.04765 -0.141 -0.021 -0.025
C 0.88787 -1.96465 2.48017 0.151 0.117 0.011
S 0.85171 -0.85156 1.08824 0.277 -0.382 0.209
C 1.79017 0.51060 1.76279 0.206 -0.026 0.513
O 1.66688 -1.43831 -0.03507 -0.441 0.514 -0.164
H 0.12835 -1.60974 3.17664 0.041 -0.065 0.123
H 1.88321 -1.93189 2.92872 -0.106 -0.172 -0.028
H 0.63699 -2.96291 2.12106 0.051 0.071 -0.008
H 1.51551 0.60261 2.81544 0.091 0.116 -0.018
H 2.84930 0.23841 1.67377 -0.194 0.147 0.000
H 1.56897 1.46000 1.26417 0.125 -0.237 -0.033
```
Positions in Å, forces in eV/Å.

calculated total energy = -36309.6554 eV
max |F| = 4.30 eV/Å
energy relative to the best compared isomer or geometry (same formula, charge and spin) = 0.00 kJ/mol
HOMO energy = -16.53 eV
total charge = +2

***

No. 3
C10H19BO2 | wB97M-V/def2-TZVPD

```
32
Properties=species:S:1:pos:R:3:forces:R:3
B -0.25393 -0.51986 -0.23531 3.168 0.941 -0.619
C 2.53369 -0.70856 -0.27015 -0.693 1.157 0.386
C 3.24934 0.38023 0.02267 0.471 -0.521 -0.761
C -2.30119 -1.29995 0.49697 -2.156 -3.330 1.294
C -2.17540 0.47404 -1.18446 -0.868 -0.722 0.740
C -2.90823 0.06442 0.15633 0.977 -1.036 -1.442
C 2.95462 -2.11836 -0.47240 -1.916 -0.085 2.818
C 4.80710 0.50821 0.10898 -2.524 3.541 -0.492
C 2.59789 1.71896 0.03828 3.602 1.881 2.020
C -2.53537 1.05802 1.26870 -2.147 -2.400 0.534
C -4.39235 -0.11800 -0.16426 0.251 3.144 -0.120
O -0.91279 -1.30547 0.60913 1.591 0.104 -0.287
O -0.76602 0.42675 -1.05942 0.946 -0.229 0.611
H -2.60760 -1.64959 1.56045 -0.144 0.581 -1.766
H -2.55605 -2.23075 -0.23658 0.077 2.435 1.405
H -2.37068 -0.20973 -2.01386 -0.707 0.030 0.123
H -2.49836 1.46483 -1.44703 0.138 0.578 -0.251
H 3.16720 -2.36119 -1.44805 0.121 -0.446 -2.526
H 2.00770 -2.60170 -0.13408 1.090 -0.713 -0.436
H 3.79888 -2.50638 0.11010 -0.088 0.445 0.331
H 5.21228 0.99545 -0.81797 -0.698 0.396 0.834
H 5.08272 1.07925 1.01924 -0.200 0.056 -0.661
H 5.39650 -0.28528 0.10457 1.900 -4.414 0.396
H 3.23845 2.43876 -0.60166 -1.223 -0.837 1.125
H 2.47036 2.12450 1.10150 0.717 -0.248 -1.216
H 1.64959 1.65527 -0.27951 -3.376 -0.191 -1.666
H -2.95121 1.97731 1.03382 -0.139 2.208 -0.730
H -1.48027 1.02410 1.38587 0.731 0.469 0.587
H -3.13550 0.79976 2.18983 1.124 -0.163 -0.585
H -4.55213 -0.89221 -0.85406 -0.202 -1.303 -0.757
H -4.75331 0.82645 -0.69464 0.349 -1.010 0.661
H -5.01594 -0.20927 0.70700 -0.171 -0.317 0.449
```
Positions in Å, forces in eV/Å.

calculated total energy = -15446.0416 eV
max |F| = 4.82 eV/Å
energy relative to the best compared isomer or geometry (same formula, charge and spin) = 398.99 kJ/mol
HOMO energy (spin up / spin down) = -7.59 / -7.49 eV
total charge = 0